Here is 2 unconnected molecules or ions with the total composition C3H10O2S2 in a non-equilibrium geometry from the Open Molecules 2025 dataset. Energies are from ωB97M-V with the def2-TZVPD basis set.

## Properties
Spin multiplicity   1
SMILES   OCCCSS.O
Maximum force   2.0 eV/A
Relative energy (zero: lowest compared OMol25 entry of this formula, charge and spin)   0.609 eV
Gap between HOMO and LUMO   9.53 eV

Last column: Löwdin charge in e.
CARTESIAN COORDINATES (ANGSTROEM)
O  -1.368  -1.060  0.777  -0.080
C  -1.386  0.352  0.761  -0.281
C  -0.035  0.973  1.143  -0.213
C  0.916  1.229  -0.080  -0.565
S  2.530  0.424  -0.026  0.448
S  2.286  -1.467  -0.907  0.337
H  -1.563  -1.430  1.652  0.099
H  -2.090  0.735  1.503  0.112
H  -1.739  0.674  -0.219  0.117
H  0.510  0.141  1.608  0.085
H  -0.148  1.860  1.764  0.106
H  1.267  2.268  -0.181  0.059
H  0.274  1.064  -0.930  0.053
H  1.886  -2.083  0.242  -0.187
O  -0.328  -0.912  -2.573  -0.099
H  -0.410  -1.015  -1.612  -0.020
H  -0.603  -1.753  -2.921  0.028

Force components x, y, z for each atom (eV/Å):
O 0.0 -0.6 -0.3
C -0.1 0.8 1.0
C 1.3 -1.0 -1.1
C -0.6 1.0 0.6
S -0.2 -0.8 -0.7
S -0.1 0.5 1.2
H 0.1 0.5 -0.3
H -0.4 -0.1 -0.1
H 0.1 -0.1 -0.1
H -0.3 0.5 0.9
H 0.1 -0.2 0.1
H -0.5 -0.1 0.3
H 0.6 -0.4 -1.0
H 0.2 0.0 -0.5
O -0.2 0.6 0.4
H 0.1 -0.1 -0.3
H -0.2 -0.5 -0.3



Here is 2 unconnected molecules or ions with the total composition C3H10O2S2 in a non-equilibrium geometry from the Open Molecules 2025 dataset. Energies are from ωB97M-V with the def2-TZVPD basis set.

## Properties
Spin multiplicity   1
SMILES   OCCCSS.O
Maximum force   1.3 eV/A
Relative energy (zero: lowest compared OMol25 entry of this formula, charge and spin)   0.168 eV
Gap between HOMO and LUMO   9.48 eV

Last column: Löwdin charge in e.
CARTESIAN COORDINATES (ANGSTROEM)
O  -0.545  2.152  -0.084  -0.074
C  0.169  1.671  1.049  -0.274
C  0.011  0.188  1.272  -0.260
C  0.397  -0.600  0.019  -0.615
S  1.190  -2.198  0.195  0.437
S  0.046  -3.264  1.511  0.303
H  -1.422  1.747  -0.144  0.093
H  -0.078  2.238  1.949  0.114
H  1.210  1.869  0.806  0.118
H  -0.995  -0.132  1.564  0.109
H  0.637  -0.164  2.097  0.103
H  1.134  -0.026  -0.568  0.069
H  -0.401  -0.624  -0.729  0.054
H  -0.906  -3.712  0.679  -0.199
O  -0.154  -0.065  -2.995  -0.059
H  -0.596  0.162  -3.823  0.043
H  0.303  0.760  -2.798  0.039

Force components x, y, z for each atom (eV/Å):
O -0.3 0.0 -0.2
C -0.1 0.0 0.0
C 0.1 -1.2 0.0
C -0.1 0.9 -0.9
S 0.2 -0.2 0.0
S -0.1 0.1 0.1
H 0.3 0.1 0.2
H -0.1 0.0 0.0
H 0.2 0.1 0.1
H -0.1 0.4 0.0
H 0.1 0.3 0.0
H 0.3 -0.2 0.4
H -0.2 -0.4 0.4
H 0.0 0.0 -0.1
O -0.1 0.4 -0.4
H -0.1 -0.3 0.0
H 0.1 0.0 0.3



Here is 2 unconnected molecules or ions with the total composition C3H10O2S2 in a non-equilibrium geometry from the Open Molecules 2025 dataset. Energies are from ωB97M-V with the def2-TZVPD basis set.

## Properties
Spin multiplicity   1
SMILES   OCCCSS.O
Maximum force   2.7 eV/A
Relative energy (zero: lowest compared OMol25 entry of this formula, charge and spin)   0.636 eV
Gap between HOMO and LUMO   8.85 eV

Last column: Löwdin charge in e.
CARTESIAN COORDINATES (ANGSTROEM)
O  -0.067  -1.391  1.187  -0.120
C  1.251  -0.784  0.902  -0.194
C  1.116  -0.017  -0.428  -0.253
C  0.133  -0.538  -1.464  -0.575
S  -0.302  0.630  -2.797  0.424
S  -1.654  1.893  -1.832  0.294
H  -0.052  -1.458  2.151  0.077
H  1.413  -0.030  1.667  0.114
H  1.920  -1.636  0.805  0.115
H  0.733  0.978  -0.175  0.086
H  2.122  0.094  -0.828  0.111
H  0.574  -1.336  -2.071  0.070
H  -0.764  -0.863  -0.949  0.064
H  -2.298  2.209  -2.985  -0.191
O  -1.592  0.977  2.582  -0.071
H  -1.659  0.050  2.258  0.033
H  -0.875  1.223  1.978  0.018

Force components x, y, z for each atom (eV/Å):
O 0.9 0.7 0.6
C -2.4 -0.5 -1.3
C 0.0 0.7 0.4
C 0.2 -0.3 -0.3
S 0.3 0.0 0.2
S -0.1 0.2 -0.3
H -0.3 -0.4 -0.1
H 0.8 -0.4 0.3
H 0.6 0.4 0.4
H 0.3 0.1 0.0
H 0.0 0.2 -0.2
H -0.2 -0.3 0.3
H -0.2 -0.2 -0.3
H 0.1 -0.2 0.4
O 0.6 -1.3 -0.9
H -0.5 0.7 0.5
H -0.1 0.6 0.3



Here is 3 unconnected molecules or ions with the total composition C3H10O3 from the Open Molecules 2025 dataset. Energies are from ωB97M-V with the def2-TZVPD basis set.

## Properties
Net charge   -1
Spin multiplicity   2
Maximum force   1.0 eV/A
Relative energy (zero: lowest compared OMol25 entry of this formula, charge and spin)   0.629 eV
Gap between HOMO and LUMO (alpha / beta)   2.55 / 10.32 eV

Last column: Mulliken spin population.
CARTESIAN COORDINATES (ANGSTROEM)
O  -0.030  -3.773  -1.678  -0.140
C  0.068  -2.740  -1.066  0.434
C  1.201  -1.774  -1.225  0.095
C  1.660  -1.124  0.087  0.882
H  -0.674  -2.386  -0.329  -0.085
H  0.835  -1.017  -1.893  -0.204
H  1.991  -2.233  -1.799  -0.023
H  2.732  -1.195  0.197  -0.114
H  1.168  -1.488  0.989  -0.130
H  1.353  -0.065  0.078  -0.351
H  0.517  6.857  1.993  -0.083
H  -0.615  6.138  2.715  -0.119
O  0.201  6.626  2.873  0.326
H  -2.884  0.623  -0.724  -0.331
H  -1.725  0.784  0.311  -0.307
O  -2.678  0.559  0.220  1.150

Force components x, y, z for each atom (eV/Å):
O -0.3 -0.3 0.0
C 0.5 0.4 0.1
C 0.0 -0.4 0.4
C -0.6 0.8 -0.2
H -0.3 -0.3 -0.1
H -0.5 0.8 -0.3
H 0.4 -0.4 0.0
H 0.3 0.0 0.2
H 0.1 -0.5 -0.1
H 0.3 -0.1 0.0
H 0.0 -0.1 0.0
H 0.1 -0.1 0.0
O -0.1 0.1 0.0
H 0.3 0.1 0.0
H -0.3 0.0 -0.3
O 0.1 -0.1 0.3



Here is 3 unconnected molecules or ions with the total composition C3H10O3 in a non-equilibrium geometry from the Open Molecules 2025 dataset. Energies are from ωB97M-V with the def2-TZVPD basis set.

## Properties
Spin multiplicity   1
SMILES   C/C=C/O.O.O
Maximum force   2.1 eV/A
Relative energy (zero: lowest compared OMol25 entry of this formula, charge and spin)   0.959 eV
Gap between HOMO and LUMO   9.61 eV

Last column: Löwdin charge in e.
CARTESIAN COORDINATES (ANGSTROEM)
C  -1.111  2.060  -0.155  -0.088
C  -0.705  0.589  -0.344  -0.151
C  0.025  0.094  -1.337  -0.223
O  0.283  -1.241  -1.370  -0.008
H  -0.286  2.541  0.371  0.065
H  -1.219  2.541  -1.120  0.068
H  -1.949  2.021  0.524  0.063
H  -1.023  -0.037  0.480  0.085
H  0.304  0.695  -2.198  0.121
H  1.059  -1.514  -1.836  0.091
O  2.757  -0.212  1.096  -0.076
H  1.792  -0.030  0.989  0.033
H  3.065  0.417  1.755  0.027
O  -1.028  -2.395  1.374  -0.049
H  -1.345  -2.279  0.484  0.011
H  -0.619  -3.251  1.286  0.031

Force components x, y, z for each atom (eV/Å):
C 1.4 -1.7 -0.2
C 0.0 0.9 0.2
C -0.6 0.3 0.3
O -0.8 -0.6 0.5
H -0.1 0.3 0.1
H -0.6 0.3 0.1
H -0.6 0.7 -0.3
H 0.2 -0.4 -0.1
H 0.3 -0.1 0.0
H 0.7 0.3 -0.5
O -1.1 0.2 -0.2
H 1.1 -0.2 0.1
H -0.1 0.0 0.0
O -0.1 0.0 0.3
H -0.3 0.5 -0.6
H 0.4 -0.5 0.4



Here is 2 unconnected molecules or ions with the total composition C3H10O3 in a non-equilibrium geometry from the Open Molecules 2025 dataset. Energies are from ωB97M-V with the def2-TZVPD basis set.

## Properties
Spin multiplicity   1
SMILES   OCCCO.O
Maximum force   3.2 eV/A
Relative energy (zero: lowest compared OMol25 entry of this formula, charge and spin)   1.487 eV
Gap between HOMO and LUMO   10.75 eV

Last column: Löwdin charge in e.
CARTESIAN COORDINATES (ANGSTROEM)
O  -0.149  0.591  1.785  -0.095
C  -0.691  0.789  0.457  -0.222
C  -0.355  -0.410  -0.437  -0.151
C  -1.313  -1.117  -1.405  -0.236
O  -2.089  -0.132  -2.095  -0.077
H  0.129  -0.296  1.950  0.045
H  -0.346  1.846  0.277  0.138
H  -1.742  0.860  0.550  0.089
H  -0.118  -1.164  0.324  0.105
H  0.562  -0.182  -0.929  0.103
H  -2.085  -1.894  -0.966  0.156
H  -0.702  -1.561  -2.113  0.078
H  -2.958  -0.518  -2.181  0.071
O  3.902  1.350  1.356  -0.037
H  4.575  1.271  2.021  0.024
H  3.379  0.567  1.405  0.010

Force components x, y, z for each atom (eV/Å):
O -0.2 1.1 0.0
C 0.4 0.5 1.0
C 0.2 -0.4 1.1
C -2.5 1.1 1.6
O -0.1 0.0 0.1
H 0.0 -0.9 -0.1
H -0.1 -1.3 -0.9
H -1.4 0.1 0.1
H 0.2 -0.2 -0.3
H 0.7 0.0 -0.7
H 1.9 1.4 -0.3
H 1.1 -1.5 -1.3
H -0.3 0.2 -0.3
O 0.1 1.0 -0.6
H 0.4 -0.1 0.5
H -0.6 -0.8 0.1



Here is 3 unconnected molecules or ions with the total composition C3H10O3 in a non-equilibrium geometry from the Open Molecules 2025 dataset. Energies are from ωB97M-V with the def2-TZVPD basis set.

## Properties
Net charge   +1
Spin multiplicity   2
Maximum force   2.0 eV/A
Relative energy (zero: lowest compared OMol25 entry of this formula, charge and spin)   0.602 eV
Gap between HOMO and LUMO (alpha / beta)   8.62 / 5.34 eV

Last column: Mulliken spin population.
CARTESIAN COORDINATES (ANGSTROEM)
C  0.595  0.481  -0.731  0.018
C  0.119  1.675  -0.041  0.430
C  -0.616  1.769  1.147  0.246
O  -1.087  2.866  1.606  0.183
H  -0.128  0.150  -1.479  0.062
H  0.897  -0.307  -0.034  0.027
H  1.429  0.741  -1.379  0.006
H  0.720  2.548  -0.300  0.013
H  -0.946  0.881  1.676  0.017
H  -0.871  3.645  1.050  -0.004
H  -3.322  -4.906  -0.846  0.000
H  -3.870  -6.302  -1.104  0.000
O  -4.108  -5.364  -1.158  0.000
H  3.876  1.078  1.205  0.000
H  3.842  0.625  -0.240  0.000
O  3.468  0.421  0.628  0.001

Force components x, y, z for each atom (eV/Å):
C 0.1 -0.1 -0.5
C 1.9 0.5 0.4
C -0.8 -0.9 -0.8
O 0.1 0.6 0.1
H -0.5 -0.5 0.3
H -0.3 -0.1 -0.2
H 0.2 0.1 0.3
H -0.8 0.5 -0.2
H 0.1 0.0 0.2
H 0.0 -0.2 0.3
H 0.0 0.0 0.0
H -0.2 0.3 0.0
O 0.2 -0.3 0.1
H 0.1 -0.2 0.1
H 0.1 -0.2 0.1
O -0.1 0.4 -0.2



Here is 3 unconnected molecules or ions with the total composition C3H10O3S in a non-equilibrium geometry from the Open Molecules 2025 dataset. Energies are from ωB97M-V with the def2-TZVPD basis set.

## Properties
Spin multiplicity   1
SMILES   O=CCCS.O.O
Maximum force   2.4 eV/A
Relative energy (zero: lowest compared OMol25 entry of this formula, charge and spin)   0.972 eV
Gap between HOMO and LUMO   9.24 eV

Last column: Löwdin charge in e.
CARTESIAN COORDINATES (ANGSTROEM)
O  2.603  -1.240  -1.936  0.049
C  2.325  -0.349  -1.178  -0.286
C  0.953  -0.162  -0.586  -0.246
C  0.543  1.341  -0.563  -0.581
S  -1.203  1.492  -0.069  0.690
H  3.211  0.239  -0.837  0.127
H  0.314  -0.632  -1.350  0.108
H  0.685  -0.720  0.319  0.117
H  0.674  1.692  -1.584  0.071
H  1.277  1.735  0.151  0.068
H  -0.829  1.235  1.234  -0.143
O  0.362  1.745  2.902  -0.062
H  0.891  1.377  3.584  0.026
H  0.349  2.714  2.912  0.061
O  -3.837  -3.335  -1.259  -0.048
H  -3.880  -3.065  -0.351  0.019
H  -4.439  -4.067  -1.389  0.028

Force components x, y, z for each atom (eV/Å):
O -0.4 -0.1 -0.5
C 1.2 -0.9 1.2
C -1.4 0.3 -1.9
C 0.7 -1.8 0.5
S 0.9 0.1 1.0
H -0.6 0.6 0.1
H 0.0 -0.1 0.2
H 0.7 0.3 0.2
H 0.0 0.5 0.2
H -0.6 1.0 -0.3
H -0.7 0.2 -0.8
O -1.0 0.5 -1.3
H 0.8 0.0 1.0
H 0.3 -0.5 0.4
O 0.4 0.1 -0.9
H -0.2 0.0 0.6
H -0.2 -0.1 0.2



Here is 3 unconnected molecules or ions with the total composition C3H10O4 in a non-equilibrium geometry from the Open Molecules 2025 dataset. Energies are from ωB97M-V with the def2-TZVPD basis set.

## Properties
Spin multiplicity   1
SMILES   CCC(=O)O.O.O
Maximum force   5.8 eV/A
Relative energy (zero: lowest compared OMol25 entry of this formula, charge and spin)   1.683 eV
Gap between HOMO and LUMO   11.46 eV

Last column: Löwdin charge in e.
CARTESIAN COORDINATES (ANGSTROEM)
C  -0.985  0.296  -2.131  -0.069
C  0.394  -0.250  -1.533  -0.126
C  0.729  0.683  -0.420  -0.528
O  0.451  1.847  -0.264  0.111
O  1.203  -0.126  0.580  -0.038
H  -0.705  0.746  -3.135  0.087
H  -1.362  1.185  -1.611  0.065
H  -1.759  -0.506  -2.196  0.081
H  0.163  -1.269  -1.189  0.101
H  1.062  -0.525  -2.322  0.112
H  1.841  0.437  1.348  0.257
O  -0.330  1.031  3.104  -0.042
H  -0.260  0.077  2.934  0.009
H  -0.133  1.490  2.304  -0.006
O  -0.431  -1.817  1.646  -0.049
H  0.336  -1.600  2.175  0.021
H  -0.215  -1.700  0.711  0.013

Force components x, y, z for each atom (eV/Å):
C 1.1 0.3 -1.6
C -3.6 -0.1 -0.7
C 0.2 -0.3 1.4
O 0.8 -1.0 -0.4
O 4.0 2.9 3.0
H -0.8 -0.9 0.8
H 0.1 -0.6 0.3
H 0.7 0.8 -0.2
H 0.2 0.4 0.7
H 1.0 0.9 -0.3
H -3.1 -2.0 -3.3
O 0.0 -0.8 1.3
H -0.4 0.7 -0.3
H 0.1 0.3 -1.1
O -1.0 -0.6 0.1
H 0.4 -0.2 -0.4
H 0.3 0.1 0.8



Here is 2 unconnected molecules or ions with the total composition C3H10OS in a non-equilibrium geometry from the Open Molecules 2025 dataset. Energies are from ωB97M-V with the def2-TZVPD basis set.

## Properties
Spin multiplicity   1
SMILES   CCS.CO
Maximum force   1.9 eV/A
Relative energy (zero: lowest compared OMol25 entry of this formula, charge and spin)   0.855 eV
Gap between HOMO and LUMO   9.78 eV

Last column: Löwdin charge in e.
CARTESIAN COORDINATES (ANGSTROEM)
C  1.773  1.346  1.431  -0.185
C  1.886  0.062  2.254  -0.649
S  2.042  -1.418  1.246  0.685
H  1.040  1.347  0.625  0.060
H  2.777  1.491  1.028  0.068
H  1.459  2.201  2.035  0.068
H  2.713  0.183  2.944  0.065
H  1.016  -0.059  2.903  0.056
H  0.960  -1.275  0.492  -0.168
C  -2.545  -0.879  -2.162  -0.133
O  -2.767  0.242  -3.049  -0.145
H  -1.461  -0.954  -2.055  0.069
H  -2.928  -0.516  -1.210  0.074
H  -3.074  -1.755  -2.521  0.076
H  -2.891  -0.015  -3.961  0.061

Force components x, y, z for each atom (eV/Å):
C 0.3 0.1 0.1
C -1.5 0.8 0.1
S 0.9 -0.5 0.2
H 0.1 -0.5 -0.1
H -0.2 0.5 -0.3
H 0.4 0.0 0.3
H 0.4 -0.5 -0.2
H 0.0 0.0 -0.1
H -0.3 0.3 0.0
C 0.1 1.8 -0.6
O -0.2 0.1 0.4
H -0.1 -0.8 0.0
H -0.2 -0.4 0.1
H 0.2 -0.3 0.2
H 0.1 -0.4 -0.1



- What is the relative energy (zero: lowest compared OMol25 entry of this formula, charge and spin) in the ninth record?
  1.683 eV